Record 1
ORCA calculation (the ωB97M-V functional and the def2-TZVPD basis) on a single C4H6ClF molecule in a non-equilibrium geometry.

Summary:
Frontier orbital gap in eV: 9.9
Charge: 0
Calculated total energy in Eh: -716.02700
HOMO level in eV: -8.992

```
12
Properties=species:S:1:pos:R:3:forces:R:3
C -2.408 -0.917 -0.141 0.3 0.5 -0.2
C -0.943 -0.832 0.161 0.0 -3.1 1.3
C -0.425 0.502 -0.028 4.6 -0.5 0.1
F -1.318 1.467 0.057 -0.2 1.0 -0.1
C 0.925 0.766 -0.079 -2.6 2.3 0.3
Cl 2.187 -0.396 -0.016 -0.3 0.0 -0.1
H -2.791 -1.911 -0.025 -0.3 -0.4 -0.1
H -2.607 -0.488 -1.117 -0.3 -0.3 -0.2
H -2.809 -0.259 0.583 -1.4 0.5 0.6
H -0.431 -1.634 -0.407 0.3 0.8 0.1
H -0.780 -1.144 1.265 -0.2 0.5 -1.5
H 1.210 1.857 -0.021 0.0 -1.5 -0.3
```
Positions in Å, forces in eV/Å.


Record 2
ORCA calculation (the ωB97M-V functional and the def2-TZVPD basis) on 2 unconnected molecules or ions with the total composition C24H19NO4 in a non-equilibrium geometry.

Summary:
Frontier orbital gap in eV: 4.1
Charge: 0
Calculated total energy in Eh: -1281.54271
HOMO level in eV: -6.862

```
48
Properties=species:S:1:pos:R:3:forces:R:3
N 2.226 -2.936 0.248 -0.3 -0.2 0.0
C 1.113 -3.764 0.297 1.8 1.0 -0.1
O -0.063 -3.443 0.494 0.4 0.0 -0.1
C 1.584 -5.184 0.070 0.3 -0.4 -0.1
C 2.909 -5.158 -0.090 -0.3 -0.4 0.0
C 3.363 -3.723 0.024 -1.3 1.0 0.2
O 4.529 -3.351 -0.068 -0.7 -0.2 0.0
H 0.873 -6.000 0.057 0.2 -0.1 0.0
H 3.629 -5.946 -0.274 -0.2 -0.1 0.0
C 1.617 2.063 6.303 0.1 0.1 -0.2
O 2.560 2.554 5.322 -0.6 -0.4 -1.0
C 2.292 2.331 4.011 0.0 -0.3 0.3
C 3.329 2.622 3.086 -0.3 0.0 0.5
C 3.150 2.341 1.759 -0.3 0.0 -0.2
C 1.938 1.755 1.263 0.1 0.3 0.4
C 1.855 1.475 -0.118 -0.6 -0.1 0.0
C 0.868 0.743 -0.825 -0.1 -0.2 -0.3
C 0.783 0.912 -2.243 0.3 0.0 0.0
C -0.177 0.273 -2.996 -0.1 0.1 0.1
C -1.111 -0.546 -2.346 -0.7 0.1 -0.2
O -2.139 -1.113 -3.100 0.7 0.0 0.4
C -3.316 -0.376 -3.287 0.1 0.3 0.1
C -3.539 0.221 -4.530 0.0 0.0 0.5
C -4.671 1.017 -4.697 -0.1 -0.2 0.1
C -5.581 1.171 -3.646 0.1 0.0 0.0
C -5.359 0.534 -2.421 0.1 -0.1 -0.1
C -4.223 -0.255 -2.235 0.1 0.1 -0.3
C -1.001 -0.823 -0.980 -0.1 0.0 -0.1
C -0.023 -0.195 -0.232 0.0 -0.1 0.1
C 0.879 1.560 2.198 0.3 -0.1 0.1
C 1.056 1.815 3.545 0.2 0.1 0.2
H 2.085 2.322 7.252 -0.2 -0.1 -0.1
H 0.641 2.562 6.207 0.3 -0.1 0.0
H 1.484 0.973 6.222 0.1 0.3 0.0
H 4.251 3.049 3.475 -0.2 -0.1 -0.2
H 3.946 2.561 1.049 -0.1 -0.1 0.2
H 2.634 1.928 -0.731 0.0 -0.1 0.1
H 1.495 1.578 -2.733 -0.2 -0.2 0.1
H -0.248 0.392 -4.078 0.1 0.1 0.4
H -2.812 0.068 -5.326 -0.2 0.1 0.2
H -4.836 1.510 -5.657 0.0 -0.1 0.3
H -6.471 1.787 -3.784 0.3 -0.2 0.1
H -6.066 0.642 -1.597 0.1 0.0 -0.3
H -4.017 -0.772 -1.299 -0.1 0.2 -0.2
H -1.674 -1.546 -0.526 0.3 0.1 0.0
H 0.083 -0.461 0.817 0.1 -0.2 -0.4
H -0.099 1.225 1.864 0.3 0.1 0.0
H 0.254 1.610 4.258 0.3 0.1 -0.4
```
Positions in Å, forces in eV/Å.


Record 3
ORCA calculation (the ωB97M-V functional and the def2-TZVPD basis) on a single C6H4OS molecule in a non-equilibrium geometry.

Summary:
Frontier orbital gap in eV: 9.0
Charge: 0
Calculated total energy in Eh: -704.27636
HOMO level in eV: -9.269

```
12
Properties=species:S:1:pos:R:3:forces:R:3
C 0.188 0.686 0.353 3.1 1.3 0.9
C 0.329 -0.354 -0.555 0.5 -1.2 -1.8
C -0.976 0.883 1.050 0.1 -0.5 -0.4
C -0.675 -1.361 -0.871 1.4 2.5 -0.2
C -1.961 0.086 0.619 -1.4 -1.7 -1.1
C -1.821 -0.947 -0.220 -1.1 -0.8 -0.5
O -3.595 -1.667 2.103 0.3 2.8 -5.7
S -3.478 -0.810 0.560 0.4 -2.9 5.7
H 1.156 1.339 0.598 -2.4 -1.5 -0.6
H 1.299 -0.339 -1.102 -0.9 -0.4 0.4
H -1.163 1.354 1.933 0.2 2.3 2.0
H -0.504 -2.024 -1.742 -0.4 0.0 1.2
```
Positions in Å, forces in eV/Å.


Record 4
ORCA calculation (the ωB97M-V functional and the def2-TZVPD basis) on a single C2H4S2 molecule in a non-equilibrium geometry.

Summary:
Frontier orbital gap in eV: 8.6
Charge: 0
Calculated total energy in Eh: -874.92279
HOMO level in eV: -8.821

```
8
Properties=species:S:1:pos:R:3:forces:R:3
C -0.214 0.809 -0.035 -0.1 2.3 0.5
C -0.414 -0.656 -0.079 1.5 -0.8 0.1
S -1.787 -1.466 -0.021 -1.2 -0.2 -0.2
S 1.059 -1.619 -0.036 0.4 0.9 0.1
H 0.826 1.181 -0.589 -3.0 -0.9 1.5
H -0.130 1.009 1.197 -0.3 0.0 -3.4
H -1.226 1.280 -0.527 2.8 -0.7 1.5
H 1.887 -0.537 0.090 -0.1 -0.7 -0.1
```
Positions in Å, forces in eV/Å.